No. 1
DFT (ωB97M-V/def2-TZVPD) results for a 2-piece molecular cluster, C3H7NSi overall in a non-equilibrium geometry.

Summary:
**Highest occupied orbital energy**: -10.840 eV
**Kohn-Sham gap**: 11.1 eV
**ΔE to the lowest compared entry with this formula, charge and spin**: 40.2 kcal/mol

```
12
C3H7NSi, DFT ωB97M-V/def2-TZVPD
C -0.047 -0.922 -2.386
C -0.037 1.363 1.126
C -0.520 -0.030 0.596
N -0.571 -1.103 -3.397
Si 0.581 -0.889 -0.588
H -0.404 1.690 2.134
H 1.032 1.394 0.955
H -0.470 2.248 0.575
H -1.619 -0.223 0.512
H -0.421 -0.637 1.578
H 0.617 -2.832 -0.575
H 1.858 -0.059 -0.529
```

No. 2
DFT (ωB97M-V/def2-TZVPD) results for a 2-piece molecular cluster, C3H7O overall.

Summary:
**Net charge**: -1
**Highest occupied orbital energy**: -2.141 eV
**Kohn-Sham gap**: 6.5 eV
**ΔE to the lowest compared entry with this formula, charge and spin**: 1.5 kcal/mol

```
11
C3H7O, DFT ωB97M-V/def2-TZVPD
C 0.570 0.111 1.330
O 0.711 -0.517 0.245
C 0.921 -0.221 2.615
C -0.897 0.077 -2.391
H 0.014 1.092 1.277
H 1.462 -1.137 2.859
H 0.810 0.413 3.487
H -0.390 -0.715 -2.941
H -1.854 -0.322 -2.048
H -1.055 0.996 -2.948
H -0.290 0.226 -1.483
```

No. 3
DFT (ωB97M-V/def2-TZVPD) results for a 2-piece molecular cluster, C3H7O overall in a non-equilibrium geometry.

Summary:
**Net charge**: -1
**Highest occupied orbital energy**: -1.754 eV
**Kohn-Sham gap**: 6.6 eV
**ΔE to the lowest compared entry with this formula, charge and spin**: 44.0 kcal/mol

```
11
C3H7O, DFT ωB97M-V/def2-TZVPD
O 0.229 2.299 -0.443
H 1.100 1.994 0.036
C 0.811 -1.843 0.611
C -0.033 -0.984 -0.161
C -1.053 0.010 0.071
H 1.356 -2.491 0.021
H -0.514 1.504 -0.128
H 0.400 -2.162 1.574
H 0.456 -0.809 -1.136
H -1.354 0.430 -0.933
H -1.618 0.046 0.978
```